DFT (ωB97M-V/def2-TZVPD) results for a structure of composition C28H35N5NiOP2 in a non-equilibrium geometry.

- frontier orbital gap (spin up / spin down) (eV) = 5.8 / 8.5
- lowest unoccupied orbital energy (spin up / spin down) (eV) = 0.12 / -0.12
- F_max (eV/A) = 10.08
- multiplicity = 3
- ⟨S²⟩ = 2.02

Atoms and positions in Å:
H  -0.337  -5.789  -4.193
H  2.440  0.282  2.955
H  3.244  1.926  -0.391
C  1.057  0.386  -2.312
C  0.796  -3.946  -4.185
H  0.539  -3.510  4.082
C  -0.252  -1.581  3.373
P  0.379  2.376  -0.392
H  -3.063  -4.094  -2.591
C  2.220  -0.216  -2.752
H  2.282  -0.989  -3.523
H  0.236  -1.964  -4.366
H  2.654  3.471  3.877
H  -1.495  1.005  -1.315
P  -0.318  1.019  2.296
H  1.884  -5.474  -2.105
C  -3.764  1.780  4.034
H  0.779  -6.824  -2.228
H  -4.848  1.904  4.051
H  1.795  -3.657  -4.512
C  2.106  5.439  3.464
N  0.033  3.674  -1.496
H  -0.090  5.225  0.000
C  0.721  -2.487  3.743
H  -1.984  2.186  -0.071
H  0.021  0.235  -2.615
C  -2.006  -4.241  -2.843
C  -3.030  1.261  2.985
H  -0.043  2.685  -3.422
H  0.928  3.868  4.206
C  -1.577  1.770  4.650
C  -2.845  2.099  5.087
C  -1.119  0.336  0.748
H  -0.926  6.774  -2.115
H  -2.194  -2.887  -4.524
H  -2.098  -0.127  0.975
C  -0.223  3.606  -2.867
C  -0.106  -2.962  -4.086
C  2.784  1.278  -1.138
C  0.634  -5.413  -3.865
H  2.973  -2.271  3.843
C  -0.238  4.972  -1.051
H  -3.092  2.511  6.068
H  1.511  2.177  4.384
H  -0.893  5.131  -4.311
H  4.368  0.089  -2.106
C  3.310  0.348  -2.012
N  0.387  -0.382  3.037
C  -1.545  -3.002  -3.642
H  -3.344  0.909  2.002
N  1.698  4.384  2.792
H  -1.690  -3.995  -0.678
H  -1.968  -5.129  -3.475
Ni  1.077  2.780  1.771
N  -1.686  1.230  3.367
C  -0.642  4.855  -3.284
H  -0.600  1.850  5.130
C  0.849  -5.734  -2.370
C  -1.232  -4.440  -1.562
C  1.768  -0.549  3.184
C  1.995  -1.838  3.620
C  -0.656  5.715  -2.136
C  1.615  3.105  3.785
C  -0.057  -5.052  -1.378
O  2.501  6.458  4.113
N  1.396  1.308  -1.315
H  -0.436  -0.471  0.415
H  -1.341  -1.653  3.341
H  0.324  -5.071  -0.356
C  -1.220  1.427  -0.331
H  -1.726  -2.108  -3.030
H  1.383  -5.976  -4.434